15
Properties=species:S:1:pos:R:3 method="wB97M-V/def2-TZVPD" total_energy_ev=-9405.1251 smiles="C1=CC1.C=O.C=O" spin_multiplicity=1 relative_energy_kcal_mol=108.5 total_charge=0
C 0.18 0.80 -1.57
C 0.71 1.63 -0.74
C 1.54 0.43 -1.07
H -0.65 0.49 -2.19
H 0.66 2.53 -0.15
H 1.65 -0.36 -0.31
H 2.41 0.52 -1.72
C -0.29 -2.03 0.28
O -1.29 -1.48 -0.12
H 0.23 -2.80 -0.32
H 0.15 -1.79 1.26
C -1.34 0.52 1.66
O -0.18 0.55 2.01
H -1.70 1.08 0.79
H -2.09 -0.06 2.21


15
Properties=species:S:1:pos:R:3 method="wB97M-V/def2-TZVPD" total_energy_ev=-9407.1311 smiles="CC(O)=C=O.C=C" spin_multiplicity=1 relative_energy_kcal_mol=62.3 total_charge=0
C 2.36 0.54 -1.12
C 1.11 0.55 -0.29
O 1.12 -0.12 0.92
C 0.05 1.24 -0.66
O -0.88 1.87 -1.03
H 3.22 0.79 -0.48
H 2.55 -0.45 -1.56
H 2.32 1.28 -1.93
H 0.70 -0.98 0.79
C -1.78 -1.04 1.43
C -2.41 -0.56 0.36
H -1.42 -2.06 1.48
H -1.60 -0.42 2.31
H -2.57 -1.17 -0.52
H -2.77 0.46 0.32


15
Properties=species:S:1:pos:R:3 method="wB97M-V/def2-TZVPD" total_energy_ev=-9404.0348 spin_multiplicity=1 relative_energy_kcal_mol=133.7 total_charge=0
O -1.34 -1.07 -1.90
C -1.25 0.17 -1.25
C -0.06 0.27 -0.34
O 1.05 -0.35 -0.64
C 1.32 -0.40 0.90
C 1.67 0.99 1.14
C 0.14 0.77 0.94
H -0.44 -1.40 -2.04
H -1.14 1.00 -1.98
H -2.17 0.35 -0.69
H -0.92 -2.16 0.60
H -0.31 -2.01 0.99
H 2.17 1.61 0.40
H 1.90 1.22 2.18
H -0.61 1.02 1.68


15
Properties=species:S:1:pos:R:3 method="wB97M-V/def2-TZVPD" total_energy_ev=-9406.7889 smiles=C#CCOCCO spin_multiplicity=1 relative_energy_kcal_mol=70.2 total_charge=0
C 3.52 1.04 0.39
C 2.50 0.52 0.01
C 1.27 -0.01 -0.58
O 0.08 0.33 0.10
C -0.90 -0.66 -0.19
C -2.17 -0.37 0.57
O -2.80 0.81 0.12
H 4.44 1.48 0.66
H 1.16 0.26 -1.63
H 1.42 -1.07 -0.60
H -1.10 -0.71 -1.27
H -0.48 -1.62 0.14
H -2.89 -1.18 0.41
H -1.94 -0.32 1.64
H -2.13 1.51 0.22


Number 1: E_HOMO -9.37 eV, LUMO level 0.0251 Eh, Kohn-Sham gap 10.05 eV. Number 2: E_HOMO -8.47 eV, LUMO level 0.0296 Eh, Kohn-Sham gap 9.28 eV. Number 3: E_HOMO -9.09 eV, LUMO level 0.0243 Eh, Kohn-Sham gap 9.75 eV. Number 4: E_HOMO -10.08 eV, LUMO level 0.0332 Eh, Kohn-Sham gap 10.98 eV.